*i*
Formula: C3H7IN2O
Source: OMol25
Level of theory: the ωB97M-V functional and the def2-TZVPD basis

```
14
C3H7IN2O, DFT the ωB97M-V functional and the def2-TZVPD basis
O 1.94130 -0.70168 -0.14057
H 0.13215 -1.47434 -0.32070
C 0.96038 -1.58123 0.29639
N -0.59801 0.96557 -0.00173
H 1.62931 1.11840 1.03591
I 3.32217 1.56035 -1.12789
N 0.43757 1.01841 -0.71875
H -2.44166 1.89983 -0.02292
H -1.72851 1.61803 -1.64611
H 0.71652 -1.31030 1.30934
H 1.44713 -2.53053 0.20806
C 1.68783 0.65084 -0.06131
C -1.87930 1.23356 -0.64469
H -2.15691 0.24539 -0.50739
```

Structure (SMILES): C/N=N/[C@H](I)OC
LUMO: 0.26 eV
Spin multiplicity: 1
Gap between HOMO and LUMO: 9.49 eV



*ii*
Formula: C3H7IN2O
Source: OMol25
Level of theory: the ωB97M-V functional and the def2-TZVPD basis

```
14
C3H7IN2O, DFT the ωB97M-V functional and the def2-TZVPD basis
H 0.33863 -1.97009 -0.30157
N -0.72157 0.66369 -0.15600
I 1.97816 2.42594 -0.63706
H 1.63996 -1.59818 -1.42727
O 1.94375 -0.96898 0.55085
C 1.37383 -1.54098 -0.33389
N -0.00567 0.64084 0.94569
H -2.09471 -0.40817 -1.22093
H -1.82738 -1.04139 0.56737
H -2.79769 0.53004 0.27859
H 1.63498 0.90523 1.88276
C -1.93262 -0.12003 -0.15728
H -0.63213 1.26492 -0.98044
C 1.10246 1.21716 0.98918
```

Structure (SMILES): CN/N=C\I.C=O
LUMO: 0.35 eV
Spin multiplicity: 1
Gap between HOMO and LUMO: 8.79 eV



Result of the stability comparison: *i* is the most stable of them.



*i*
Formula: C4H9NO4
Source: OMol25
Level of theory: the ωB97M-V functional and the def2-TZVPD basis

```
18
C4H9NO4, DFT the ωB97M-V functional and the def2-TZVPD basis
H 2.09054 0.70848 -0.89013
O 1.12968 -1.79600 -0.44053
H -1.24458 -1.91512 0.51047
C -1.74293 1.09537 -0.90210
O -1.96691 2.09977 -0.02583
C 1.78188 0.42506 0.11729
H -0.29485 -0.30134 -1.20168
C 0.36107 0.95876 0.37933
O -1.14560 -2.79569 0.90392
H -0.00727 0.61858 1.35300
H 2.56124 -1.51160 0.93698
H -0.39721 -3.20253 0.44936
H 0.42483 2.04347 0.40446
O -2.53517 0.76904 -1.75003
H -2.80111 2.49738 -0.22153
N -0.53596 0.51584 -0.67303
H 2.48759 0.87075 0.81963
C 1.83477 -1.08023 0.23041
```

Structure (SMILES): O=CCCNC(=O)O.O
LUMO: 0.30 eV
Spin multiplicity: 1
Gap between HOMO and LUMO: 10.36 eV



*ii*
Formula: C4H9NO4
Source: OMol25
Level of theory: the ωB97M-V functional and the def2-TZVPD basis

```
18
C4H9NO4, DFT the ωB97M-V functional and the def2-TZVPD basis
N 2.24933 0.83347 1.51837
H 2.41225 0.41344 -0.92839
H 1.50426 1.53530 1.56999
O 1.68824 -0.28448 0.85563
C -1.67204 -1.34282 -0.17215
H -1.02273 0.05444 -1.95489
H -2.40271 0.53117 0.63646
O -0.03079 1.94177 0.17250
O -0.65392 0.90620 -1.67674
C -1.45682 0.00465 0.48039
C -0.58453 1.00645 -0.34625
H -2.06241 -2.05004 0.55284
H -2.36324 -1.29150 -1.01421
C 1.77273 -0.36618 -0.46356
H -0.69521 -1.73449 -0.52294
H -0.95840 -0.09863 1.44209
O 1.28132 -1.27436 -1.07930
H 2.99468 1.21561 0.93016
```

Structure (SMILES): CCC(=O)O.NOC=O
LUMO: 0.82 eV
Spin multiplicity: 1
Gap between HOMO and LUMO: 11.15 eV



Result of the stability comparison: *i* is the most stable of them.



*i*
Formula: C8H10N3
Source: OMol25
Level of theory: the ωB97M-V functional and the def2-TZVPD basis

```
21
C8H10N3, DFT the ωB97M-V functional and the def2-TZVPD basis
C 2.83288 -0.48354 0.26765
H 0.15767 -2.23057 -0.77012
C -1.83891 1.01855 0.90948
N 0.33836 2.05072 -0.24549
H -3.16552 -0.51266 -0.62335
H 2.74282 -2.47992 -0.28044
C 2.33126 0.79851 0.34598
C 2.09772 -1.58681 -0.10369
H -1.99160 2.00883 0.37087
N -0.59042 2.65086 -0.54175
C 0.72077 -1.42716 -0.31849
H 3.73630 -0.94119 0.72543
H -2.04037 -0.81573 -1.93172
H -1.80361 -1.83582 -0.58959
H -2.88879 0.84730 1.11565
C 0.91714 0.92466 0.11188
C 0.05180 -0.18911 -0.02064
N -1.27325 0.06625 0.00759
C -2.08783 -0.81399 -0.80666
H -1.17685 1.23904 1.88634
H 2.93042 1.71176 0.49109
```

Net charge: +1
Structure (SMILES): CN(C)c1ccccc1[N+]#N
LUMO (alpha / beta): -5.19 / -5.19 eV
Spin multiplicity: 1
Gap between HOMO and LUMO (alpha / beta): 7.70 / 7.70 eV



*ii*
Formula: C8H10N3
Source: OMol25
Level of theory: the ωB97M-V functional and the def2-TZVPD basis

```
21
C8H10N3, DFT the ωB97M-V functional and the def2-TZVPD basis
N -0.26660 1.37391 0.27917
N -2.52343 0.50595 -0.01887
N 0.52362 -1.24402 -0.40644
H 1.74542 1.57136 0.79972
C -0.54477 2.56188 0.65112
H 0.36783 3.16434 1.05849
C -1.18476 0.48007 -0.39648
H 3.08594 -1.76031 -0.24762
H 3.62811 -0.07360 -0.50222
H -1.11047 0.87123 -1.51223
H -4.03155 -0.91301 0.15279
H -1.62937 2.76153 0.59823
C 2.95954 -0.79061 0.08459
C -0.81865 -0.97586 -0.45861
C 1.53075 -0.33539 -0.03728
H -2.06835 -2.82898 -0.47834
C -1.90868 -1.76391 -0.29575
C -2.96105 -0.69190 0.04416
H 3.29407 -0.58014 1.10864
C 1.08846 0.91323 0.30049
H 0.82393 -2.24577 -0.72356
```

Net charge: +1
Structure (SMILES): C=[N+]1C=C(C)NC2=CC=N[C@H]21
LUMO: -4.54 eV
Spin multiplicity: 1
Gap between HOMO and LUMO: 7.78 eV



Result of the stability comparison: *ii* is the most stable of them.



*i*
Formula: CH2I2S
Source: OMol25
Level of theory: the ωB97M-V functional and the def2-TZVPD basis

```
6
CH2I2S, DFT the ωB97M-V functional and the def2-TZVPD basis
S 0.85489 -1.38322 -0.34976
H -0.11928 -0.05344 1.47638
H 1.03613 -0.70591 -1.46129
I -3.31268 0.41088 -0.01983
C 0.34705 -0.04779 0.51793
I 1.19389 1.77948 -0.16343
```

LUMO (alpha / beta): -3.00 / -0.83 eV
Spin multiplicity: 1
Gap between HOMO and LUMO (alpha / beta): 4.87 / 8.91 eV



*ii*
Formula: CH2I2S
Source: OMol25
Level of theory: the ωB97M-V functional and the def2-TZVPD basis

```
6
CH2I2S, DFT the ωB97M-V functional and the def2-TZVPD basis
H 1.89846 -0.52131 0.58758
H -1.64173 -0.10069 -0.42640
S -0.54133 -0.98840 0.06325
C 0.94848 -0.10028 0.18116
I -4.23500 0.64242 -0.21693
I 1.09162 1.92519 -0.15660
```

LUMO (alpha / beta): -3.40 / -3.40 eV
Spin multiplicity: 1
Gap between HOMO and LUMO (alpha / beta): 3.95 / 3.95 eV



Result of the stability comparison: *i* is the most stable of them.